{
  "formula": "C42H55ClFN5O4PS2",
  "method": "wB97M-V/def2-TZVPD",
  "elements": ["C", "C", "O", "C", "N", "C", "N", "S", "C", "Cl", "C", "S", "N", "C", "C", "C", "O", "C", "N", "C", "C", "F", "P", "N", "O", "O", "H", "H", "H", "H", "H", "H", "H", "H", "H", "H", "H", "H", "H", "H", "H", "H", "H", "H", "H", "H", "H", "H", "H", "H", "H", "C", "C", "C", "C", "C", "C", "H", "H", "H", "H", "H", "H", "C", "C", "C", "C", "C", "C", "H", "H", "H", "H", "H", "H", "C", "C", "C", "C", "C", "C", "H", "H", "H", "H", "H", "H", "C", "C", "C", "C", "C", "C", "H", "H", "H", "H", "H", "H", "C", "C", "C", "C", "C", "C", "H", "H", "H", "H", "H", "H"],
  "coordinates": [[3.3076, -1.5959, 6.3273], [1.8452, -1.7326, 5.9344], [1.7232, -2.3161, 4.6310], [0.4500, -2.1987, 4.1048], [0.3602, -0.9946, 3.2347], [1.2445, -0.7560, 2.2719], [2.1725, -1.6861, 1.9321], [1.5539, -3.2015, 1.3470], [3.3250, -1.1750, 1.1720], [4.3603, -0.3032, 2.3212], [2.9561, -0.3374, -0.0837], [2.5710, -1.5231, -1.4689], [4.0480, 0.4937, -0.5563], [4.1597, 1.8947, -0.2281], [5.2091, -0.1048, -1.1752], [6.2220, -0.8857, -0.3786], [5.3993, 0.0789, -2.3737], [1.6461, 0.4085, 0.2413], [1.2436, 0.4518, 1.6469], [1.7744, 1.6114, 2.4111], [0.8458, 2.8063, 2.4548], [2.1128, 1.2001, 3.6704], [-0.9649, 0.0237, 3.6239], [-0.6397, 1.1143, 4.6539], [-1.4689, 0.5264, 2.2214], [-2.0752, -1.0220, 4.0948], [3.9697, -1.9535, 5.5526], [3.4864, -2.1156, 7.2561], [3.5353, -0.5524, 6.5025], [1.3247, -2.3530, 6.6602], [1.3741, -0.7533, 5.9407], [-0.2740, -2.1099, 4.9028], [0.2166, -3.0868, 3.5398], [2.2250, -4.0329, 2.1677], [3.8973, -2.0318, 0.8553], [1.5833, -0.8495, -2.0691], [4.9591, 2.3217, -0.8200], [3.2796, 2.4838, -0.4616], [4.4300, 2.0947, 0.8089], [6.4322, -0.4252, 0.5754], [5.8949, -1.9079, -0.2175], [7.1315, -0.9295, -0.9563], [1.6234, 1.4203, -0.1352], [0.8347, -0.0846, -0.2700], [2.7014, 1.9447, 1.9614], [0.4732, 2.9880, 3.4517], [0.0505, 2.7044, 1.7299], [1.4015, 3.6879, 2.1572], [-1.1615, 1.0373, 5.5118], [-2.2949, 0.9943, 2.3946], [-2.6542, -0.6112, 4.7420], [-4.4936, -6.0403, 4.7003], [-4.7913, -6.4118, 3.3965], [-4.5391, -5.5371, 2.3491], [-3.9819, -4.2929, 2.6063], [-3.6841, -3.9209, 3.9090], [-3.9416, -4.7934, 4.9576], [-4.6938, -6.7222, 5.5158], [-5.2209, -7.3841, 3.1968], [-4.7761, -5.8262, 1.3334], [-3.7798, -3.6095, 1.7908], [-3.2524, -2.9465, 4.0945], [-3.7146, -4.5025, 5.9754], [-6.4972, -0.8316, -2.0021], [-5.7739, 0.2404, -1.5000], [-4.9580, 0.0675, -0.3912], [-4.8606, -1.1796, 0.2107], [-5.5819, -2.2525, -0.2941], [-6.4026, -2.0776, -1.3985], [-7.1348, -0.6946, -2.8661], [-5.8469, 1.2105, -1.9740], [-4.3981, 0.9071, 0.0028], [-4.2216, -1.3166, 1.0757], [-5.5046, -3.2250, 0.1747], [-6.9686, -2.9125, -1.7896], [-8.7230, 1.4227, -7.1034], [-8.0590, 2.5161, -6.5658], [-8.0067, 2.6887, -5.1901], [-8.6132, 1.7636, -4.3522], [-9.2750, 0.6686, -4.8897], [-9.3325, 0.4998, -6.2657], [-8.7663, 1.2902, -8.1763], [-7.5830, 3.2347, -7.2198], [-7.4940, 3.5449, -4.7711], [-8.5708, 1.8967, -3.2782], [-9.7479, -0.0529, -4.2356], [-9.8530, -0.3509, -6.6854], [0.2301, 5.5899, -1.5656], [1.2940, 5.2029, -0.7638], [2.0329, 6.1547, -0.0758], [1.7020, 7.4973, -0.1843], [0.6366, 7.8856, -0.9838], [-0.0972, 6.9332, -1.6767], [-0.3432, 4.8467, -2.1047], [1.5500, 4.1526, -0.6762], [2.8676, 5.8522, 0.5446], [2.2749, 8.2409, 0.3532], [0.3785, 8.9326, -1.0680], [-0.9241, 7.2382, -2.3038], [7.7992, -0.9130, -4.5333], [8.7918, -1.8835, -4.5623], [9.6250, -1.9942, -5.6664], [9.4703, -1.1292, -6.7399], [8.4803, -0.1571, -6.7108], [7.6431, -0.0512, -5.6094], [7.1465, -0.8254, -3.6756], [8.9167, -2.5560, -3.7227], [10.3950, -2.7541, -5.6906], [10.1219, -1.2125, -7.5997], [8.3613, 0.5181, -7.5480], [6.8678, 0.7039, -5.5881]],
  "forces_ev_per_a": [[-0.366, 0.309, 0.078], [0.275, 0.206, 0.196], [0.035, -0.204, -0.118], [0.956, -0.252, 0.799], [-0.814, -0.274, -0.358], [-0.064, -0.016, 0.393], [-0.629, -0.181, -1.534], [0.099, -0.345, 0.072], [0.074, -0.305, 0.147], [0.040, 0.137, 0.039], [0.355, 0.402, -0.523], [0.128, -0.699, 0.386], [-0.462, -0.156, 0.447], [0.455, 0.369, 0.108], [0.360, 0.335, -2.545], [-0.215, 0.173, -0.055], [-0.443, -0.002, 2.216], [-0.392, 0.176, -0.042], [1.341, -0.223, 0.517], [-0.247, 1.093, 0.350], [0.292, 0.344, -0.299], [-0.165, -0.213, 0.176], [-0.271, 1.001, 1.303], [-0.217, -0.379, -0.388], [0.273, -0.346, -0.457], [0.238, -0.390, -0.529], [0.119, -0.244, -0.176], [0.265, -0.282, 0.140], [0.171, 0.228, -0.026], [-0.220, -0.234, -0.028], [-0.181, 0.211, -0.163], [-0.271, 0.215, 0.008], [-0.108, -0.102, -0.355], [-0.013, 0.217, 0.243], [0.076, -0.336, 0.060], [0.128, 0.288, 0.069], [0.133, 0.038, -0.269], [-0.247, -0.050, -0.187], [0.018, -0.109, 0.246], [-0.061, 0.073, 0.269], [-0.171, -0.221, 0.111], [0.210, -0.047, -0.240], [0.207, 0.266, -0.020], [-0.219, -0.202, -0.105], [0.234, -0.470, -0.424], [-0.303, -0.243, 0.141], [-0.374, -0.095, 0.021], [0.172, 0.216, -0.017], [0.157, 0.239, 0.381], [-0.199, 0.336, -0.346], [-0.214, -0.041, 0.295], [0.005, -0.007, 0.004], [-0.008, -0.003, 0.001], [0.016, -0.015, -0.022], [0.009, 0.003, -0.042], [0.010, 0.028, 0.015], [0.015, 0.013, 0.003], [-0.005, -0.008, 0.007], [-0.016, -0.008, 0.000], [0.003, -0.013, -0.008], [0.002, -0.006, -0.017], [-0.040, -0.120, 0.029], [-0.005, -0.008, 0.011], [-0.036, -0.007, -0.041], [-0.002, 0.049, -0.007], [0.027, -0.029, 0.019], [0.025, 0.009, 0.005], [0.035, -0.025, 0.034], [0.006, 0.010, -0.008], [0.005, 0.015, -0.015], [-0.012, 0.008, -0.009], [0.003, 0.023, -0.014], [-0.008, -0.009, 0.016], [-0.036, -0.007, 0.017], [-0.003, -0.010, -0.007], [0.001, -0.003, -0.009], [0.009, 0.012, -0.012], [0.024, -0.005, 0.008], [0.029, -0.007, 0.045], [0.005, -0.024, 0.023], [0.006, -0.019, -0.008], [-0.003, 0.001, -0.013], [-0.005, 0.014, -0.009], [0.002, 0.012, 0.002], [-0.023, 0.008, 0.012], [-0.025, 0.003, 0.005], [-0.004, -0.010, -0.005], [-0.022, -0.044, 0.000], [0.007, -0.027, 0.027], [0.011, -0.054, 0.036], [0.006, 0.020, 0.014], [-0.003, 0.003, -0.004], [-0.013, 0.013, 0.006], [0.000, -0.001, -0.019], [0.006, -0.005, -0.031], [0.012, 0.010, 0.003], [0.009, 0.011, 0.001], [0.001, 0.015, -0.007], [-0.010, 0.005, -0.006], [0.043, -0.062, 0.047], [-0.008, 0.013, -0.015], [0.018, -0.016, 0.013], [0.006, 0.000, -0.013], [-0.008, 0.010, -0.013], [0.000, 0.020, -0.008], [-0.020, 0.018, -0.031], [0.001, -0.017, 0.000], [0.014, -0.002, 0.001], [0.006, -0.001, -0.012], [-0.003, 0.004, -0.015], [-0.007, 0.007, 0.011]],
  "gap_ev": 7.0,
  "charge": 1,
  "lumo_energy_ev": -3.442,
  "energy_ha": -3905.680817
}


{
  "formula": "C20H63FN4O27S2",
  "method": "wB97M-V/def2-TZVPD",
  "elements": ["C", "C", "O", "O", "C", "C", "C", "C", "C", "C", "F", "C", "C", "C", "O", "O", "C", "C", "O", "C", "C", "C", "S", "C", "N", "N", "C", "O", "C", "N", "S", "N", "C", "H", "H", "H", "H", "H", "H", "H", "H", "H", "H", "H", "H", "H", "H", "H", "H", "H", "H", "H", "H", "H", "O", "H", "H", "O", "H", "H", "O", "H", "H", "O", "H", "H", "O", "H", "H", "O", "H", "H", "O", "H", "H", "O", "H", "H", "O", "H", "H", "O", "H", "H", "O", "H", "H", "O", "H", "H", "O", "H", "H", "O", "H", "H", "O", "H", "H", "O", "H", "H", "O", "H", "H", "O", "H", "H", "O", "H", "H", "O", "H", "H", "O", "H", "H"],
  "coordinates": [[4.4175, -2.9207, 1.5209], [3.2655, -3.7718, 1.0665], [3.1123, -4.9056, 1.4326], [2.4007, -3.1726, 0.2007], [0.9993, -3.3315, 0.5644], [0.3299, -2.0282, 0.1828], [0.2168, -0.9521, 1.0167], [0.7058, -1.0397, 2.4407], [-0.3983, -1.0079, 3.5273], [-1.8278, -1.1978, 3.0575], [-0.3358, 0.1933, 4.2678], [-0.3965, 0.2706, 0.5010], [-0.4528, 1.5216, 1.3780], [0.9465, 2.1327, 1.2981], [1.3210, 2.6016, 0.2522], [1.7721, 2.1644, 2.3844], [3.0807, 1.8188, 2.0700], [4.1593, 2.6469, 2.6982], [3.3114, 0.8759, 1.3729], [-0.8906, 0.3782, -0.7698], [-1.5221, 1.6579, -1.3025], [-2.9129, 1.9229, -0.7415], [-4.0011, 0.5137, -1.1021], [-4.5597, 0.1321, 0.4985], [-4.6982, 0.9143, 1.5199], [-5.0805, 0.1279, 2.5752], [-5.1609, -1.0807, 2.1188], [-4.8481, -1.1571, 0.8241], [-0.7967, -0.7563, -1.6238], [-1.2049, -0.8679, -2.8838], [-0.8494, -2.3531, -3.3758], [-0.1457, -2.9467, -2.0373], [-0.1838, -1.9639, -1.1535], [4.6510, -2.1367, 0.7977], [4.1923, -2.4306, 2.4655], [5.3028, -3.5458, 1.6085], [0.5949, -4.1221, -0.0631], [0.9012, -3.5705, 1.6167], [1.2623, -1.9538, 2.6122], [1.4146, -0.2437, 2.6707], [-0.1959, -1.7979, 4.2523], [-1.9078, -2.0313, 2.3588], [-2.4696, -1.3952, 3.9175], [-2.2257, -0.3094, 2.5625], [-1.0801, 2.2658, 0.9103], [-0.7728, 1.3331, 2.3975], [4.2556, 3.6089, 2.1921], [5.0901, 2.0937, 2.6250], [3.9363, 2.8397, 3.7479], [-1.5287, 1.6055, -2.3900], [-0.8485, 2.4812, -1.0607], [-2.9032, 2.0595, 0.3372], [-3.3321, 2.8252, -1.1746], [-5.4239, -1.9501, 2.6959], [5.9321, 1.5641, -0.1032], [5.0122, 1.4214, 0.1522], [6.1373, 2.4409, 0.2372], [2.3313, -0.7711, -2.6711], [2.9630, -1.4088, -3.0173], [2.5692, -0.6842, -1.7408], [-4.1509, -0.6930, 5.4277], [-4.6730, -0.4967, 4.6395], [-4.7753, -0.6185, 6.1646], [-4.0557, 3.5370, -3.2156], [-4.4097, 4.4291, -3.1305], [-4.7252, 3.0666, -3.7246], [-0.1257, -2.3459, -6.4357], [-0.0974, -1.3838, -6.3113], [0.7863, -2.6285, -6.3014], [-0.0306, -5.2853, -4.5325], [0.8543, -5.4928, -4.8548], [-0.3415, -4.5958, -5.1362], [-4.8901, -3.6186, 6.4025], [-4.7234, -2.6906, 6.1977], [-5.8471, -3.6841, 6.4770], [2.5324, 0.2540, 5.0578], [1.5761, 0.3613, 5.1451], [2.8933, 0.7157, 5.8207], [-1.0162, 4.6890, 0.4068], [-0.9988, 5.6474, 0.4864], [-0.1025, 4.3986, 0.4999], [5.6986, -2.2105, 4.2865], [6.3302, -2.8798, 4.0046], [6.0175, -1.9220, 5.1469], [-1.0321, 3.5260, -3.8313], [-1.9651, 3.7708, -3.9083], [-0.5937, 3.9701, -4.5638], [-4.9506, 0.3134, 8.1052], [-4.0704, 0.5093, 8.4413], [-5.5390, 0.8612, 8.6331], [0.8386, -4.6479, -7.8167], [0.4183, -3.7806, -7.8687], [0.2470, -5.2316, -8.3033], [8.9916, 1.5583, -0.8102], [8.8903, 1.0076, -1.5913], [8.0880, 1.6831, -0.4985], [-3.1710, 5.7764, -1.3832], [-3.1400, 6.7354, -1.3149], [-2.2534, 5.4902, -1.2917], [5.1786, 3.8641, -2.1076], [5.0699, 3.3215, -2.8929], [4.2783, 3.9538, -1.7739], [2.1793, 3.3679, -2.3394], [1.5494, 3.1324, -3.0280], [1.7798, 3.0224, -1.5309], [-0.1164, 0.4501, -7.1764], [-1.0045, 0.7599, -7.3785], [0.4349, 0.8026, -7.8815], [-5.2380, 3.9023, -5.9795], [-4.3899, 3.6339, -6.3460], [-5.5661, 4.5672, -6.5927], [-1.2571, -6.5335, -7.1205], [-2.1979, -6.4341, -6.9481], [-0.8287, -6.1857, -6.3227], [-2.0153, -2.4932, 6.3105], [-1.2685, -2.0117, 6.6781], [-2.7027, -1.8214, 6.1951]],
  "forces_ev_per_a": [[0.220, 0.311, -0.942], [0.249, -0.469, -0.085], [-0.263, 0.058, 0.206], [0.136, 0.595, 0.931], [-0.030, 0.292, -1.018], [0.079, -0.711, 0.173], [-0.186, 0.215, -0.578], [-0.350, 0.455, 0.409], [-0.295, -0.730, -0.283], [-0.224, 0.177, 0.153], [0.136, 0.220, 0.071], [-0.114, -0.141, 0.290], [1.181, -0.123, 0.340], [-0.801, 0.034, -0.774], [0.214, 0.209, 0.311], [-0.083, -0.141, 0.022], [0.944, -0.254, 0.169], [-0.332, 0.042, 0.420], [-0.324, 0.100, -0.218], [-0.199, 0.441, -0.039], [0.602, -0.561, -0.027], [0.165, 0.256, 0.163], [-0.319, -0.253, -0.058], [0.154, 0.268, 0.410], [0.220, 0.439, -0.434], [-0.195, -1.045, 0.302], [-0.073, 0.914, 0.704], [0.097, -0.359, -0.666], [0.383, -0.734, 0.165], [-0.251, 0.125, -0.290], [0.325, -0.116, 0.670], [-0.414, 0.103, -0.690], [0.034, 0.802, 0.717], [-0.181, 0.011, 0.027], [-0.056, -0.143, 0.096], [-0.077, -0.084, 0.288], [-0.099, -0.154, 0.260], [0.052, -0.196, 0.007], [0.095, -0.037, -0.196], [-0.041, 0.009, -0.023], [0.137, 0.088, 0.048], [0.116, -0.065, 0.035], [0.160, -0.051, -0.103], [0.151, 0.022, -0.088], [-0.182, 0.046, 0.224], [0.075, 0.022, 0.025], [-0.125, -0.022, -0.065], [0.024, -0.003, -0.049], [-0.083, 0.029, -0.051], [-0.177, -0.014, 0.014], [-0.257, 0.187, -0.074], [-0.104, -0.116, 0.003], [-0.120, -0.088, -0.110], [-0.017, -0.210, -0.277], [0.145, 0.007, 0.269], [0.023, -0.208, -0.024], [-0.103, 0.127, -0.241], [0.020, 0.057, -0.012], [-0.017, -0.040, 0.031], [-0.045, -0.020, 0.027], [-0.380, -0.410, 0.445], [0.141, 0.328, -0.250], [0.134, 0.468, 0.084], [0.050, -0.029, -0.179], [0.125, 0.078, 0.166], [0.027, 0.032, -0.091], [0.183, -0.052, 0.016], [-0.030, -0.040, -0.274], [0.002, 0.043, 0.145], [-0.162, 0.026, -0.379], [0.022, 0.035, 0.039], [0.134, 0.111, 0.063], [-0.206, 0.020, -0.009], [0.114, -0.121, -0.120], [0.010, -0.025, 0.029], [-0.052, 0.142, 0.048], [-0.058, -0.013, -0.163], [0.063, -0.058, 0.009], [-0.094, -0.007, -0.064], [0.075, -0.012, 0.197], [0.141, 0.082, -0.184], [0.086, 0.026, 0.089], [-0.020, -0.008, -0.014], [-0.030, 0.004, 0.003], [0.083, 0.153, -0.180], [-0.159, -0.146, 0.205], [-0.015, 0.013, 0.020], [-0.003, -0.009, 0.040], [0.032, -0.042, -0.062], [-0.069, -0.034, -0.044], [0.210, 0.193, -0.053], [-0.137, -0.042, -0.026], [-0.108, -0.164, 0.179], [0.039, 0.056, 0.041], [-0.007, 0.003, -0.010], [-0.057, -0.172, -0.064], [0.014, 0.169, -0.113], [-0.048, 0.002, -0.026], [-0.058, -0.250, 0.008], [0.065, 0.236, 0.168], [-0.028, -0.083, 0.038], [-0.102, -0.066, -0.242], [-0.056, 0.044, 0.007], [0.001, 0.000, -0.019], [0.050, -0.028, 0.001], [-0.058, 0.160, 0.016], [-0.019, -0.031, 0.048], [0.061, -0.075, 0.014], [0.018, 0.023, -0.071], [0.019, -0.015, 0.044], [-0.073, -0.017, 0.025], [-0.028, 0.097, 0.046], [-0.008, -0.062, -0.017], [-0.041, -0.187, -0.042], [0.110, 0.134, 0.067], [0.019, -0.021, 0.034], [0.082, -0.026, -0.198]],
  "gap_ev": 8.3,
  "charge": 0,
  "lumo_energy_ev": -0.295,
  "energy_ha": -3946.665917
}


Which highest occupied orbital energy belongs to each record? In order, -10.4541, -8.6111 eV.